A structure of composition C32H62F3N4O7S. Source: the Open Molecules 2025 dataset; level of theory: ωB97M-V/def2-TZVPD.

Values from the calculation:
- HOMO-LUMO gap (spin up / spin down): 8.23 / 9.20 eV
- Electronic energy: -2699.8546 hartree
- Multiplicity: 4
- F_max: 0.8 eV/A

Last column: Löwdin charge in e.
Positions of all 109 atoms, in Å:
N  0.740  2.014  1.513  0.12
C  0.556  1.457  0.236  -0.33
O  1.828  1.096  -0.418  -0.15
S  2.000  -0.472  -0.554  0.59
O  3.281  -0.868  -0.067  -0.23
O  1.556  -0.870  -1.847  -0.22
O  0.893  -0.854  0.514  -0.16
C  -0.201  0.104  0.276  -0.26
C  -1.235  -0.082  1.367  -0.11
C  -2.371  0.941  1.301  -0.05
C  -3.296  0.751  0.123  -0.64
F  -2.804  1.322  -0.994  0.13
F  -4.492  1.303  0.337  0.13
F  -3.510  -0.534  -0.178  0.15
H  1.329  1.453  2.127  0.08
H  1.145  2.942  1.453  0.11
H  0.034  2.186  -0.388  0.16
H  -0.581  -0.150  -0.721  0.15
H  -0.741  0.018  2.340  0.13
H  -1.628  -1.102  1.309  0.13
H  -1.980  1.961  1.240  0.13
H  -2.980  0.875  2.208  0.14
C  5.036  -4.002  -5.252  -0.03
C  3.903  -4.188  -4.236  -0.49
C  3.778  -2.966  -3.320  -0.13
C  4.910  -2.860  -2.296  -0.16
C  5.019  -4.147  -1.482  -0.13
C  5.182  -5.403  -2.343  -0.49
N  4.106  -5.412  -3.391  -0.10
O  3.004  -5.911  -2.969  -0.03
C  6.588  -5.459  -2.958  -0.03
C  5.012  -6.657  -1.491  -0.05
C  2.619  -4.375  -5.038  -0.04
H  5.132  -4.886  -5.884  0.09
H  4.790  -3.152  -5.890  0.09
H  6.002  -3.795  -4.807  0.05
H  2.825  -3.019  -2.787  0.11
H  3.735  -2.067  -3.940  0.13
H  5.858  -2.636  -2.794  0.11
H  4.710  -2.028  -1.624  0.09
H  5.864  -4.096  -0.789  0.13
H  4.115  -4.254  -0.873  0.13
H  6.620  -6.162  -3.792  0.09
H  7.288  -5.805  -2.197  0.08
H  6.951  -4.496  -3.303  0.06
H  4.066  -6.658  -0.958  0.08
H  5.825  -6.690  -0.764  0.09
H  5.059  -7.556  -2.107  0.09
H  2.656  -5.292  -5.627  0.09
H  2.514  -3.527  -5.717  0.09
H  1.744  -4.417  -4.396  0.08
C  3.884  -1.746  5.439  -0.03
C  3.929  -0.536  4.501  -0.48
C  5.354  0.016  4.377  -0.13
C  5.834  0.753  5.626  -0.17
C  4.857  1.860  6.012  -0.13
C  3.420  1.363  6.197  -0.49
N  3.028  0.569  4.983  -0.10
O  2.587  1.309  4.047  -0.05
C  3.290  0.539  7.487  -0.03
C  2.462  2.544  6.316  -0.04
C  3.434  -1.017  3.135  -0.04
H  2.861  -2.113  5.539  0.09
H  4.488  -2.540  5.000  0.09
H  4.276  -1.559  6.432  0.05
H  5.387  0.702  3.524  0.13
H  6.019  -0.817  4.139  0.13
H  5.969  0.053  6.455  0.10
H  6.815  1.189  5.434  0.11
H  5.169  2.345  6.941  0.13
H  4.865  2.629  5.233  0.13
H  2.379  -0.060  7.477  0.09
H  3.234  1.226  8.332  0.09
H  4.134  -0.118  7.673  0.06
H  2.547  3.223  5.473  0.08
H  2.703  3.090  7.229  0.09
H  1.428  2.202  6.379  0.09
H  2.388  -1.324  3.187  0.09
H  4.027  -1.878  2.823  0.10
H  3.531  -0.255  2.369  0.06
C  -6.026  3.903  -2.524  -0.02
C  -7.261  3.645  -1.652  -0.49
C  -7.688  2.175  -1.735  -0.13
C  -8.342  1.809  -3.066  -0.17
C  -9.518  2.738  -3.364  -0.13
C  -9.141  4.223  -3.334  -0.49
N  -8.420  4.513  -2.048  -0.10
O  -9.217  4.746  -1.073  -0.03
C  -8.300  4.593  -4.565  -0.03
C  -10.397  5.088  -3.368  -0.05
C  -6.871  3.995  -0.222  -0.04
H  -5.742  4.956  -2.477  0.09
H  -5.199  3.308  -2.133  0.08
H  -6.150  3.630  -3.565  0.06
H  -8.396  1.973  -0.925  0.13
H  -6.809  1.553  -1.551  0.12
H  -7.608  1.844  -3.875  0.10
H  -8.698  0.778  -3.023  0.11
H  -9.948  2.516  -4.345  0.12
H  -10.305  2.563  -2.624  0.13
H  -7.782  5.541  -4.411  0.09
H  -8.966  4.707  -5.421  0.08
H  -7.567  3.839  -4.837  0.06
H  -11.085  4.834  -2.568  0.08
H  -10.898  4.930  -4.325  0.09
H  -10.143  6.145  -3.279  0.09
H  -6.648  5.058  -0.124  0.09
H  -5.976  3.427  0.036  0.07
H  -7.653  3.745  0.489  0.08